# C3H6N2O

A single C3H6N2O molecule at a distorted geometry (ωB97M-V/def2-TZVPD, OMol25).

Structure (ORCA input):
```
! RIJCOSX wB97M-V def2-TZVPD def2/J DEFGRID3
* xyz 0 1
C 0.413 1.619 0.704
C -0.389 -1.239 -0.859
C -0.378 -1.157 0.490
H 0.292 0.871 1.618
H 0.811 1.640 -1.385
H -0.135 -2.133 -1.440
H -1.310 -0.845 -1.221
H 0.566 -1.720 1.140
H -1.138 -0.644 1.153
N 0.293 1.028 -0.575
N 0.494 -0.294 -0.504
O 0.479 2.875 0.881
*
```

The calculation puts the energy above the lowest of the compared OMol25 structures with the same formula, charge and spin at 124.3 kcal/mol. The SMILES is O=CNN1CC1. The value obtained for the HOMO energy is -8.67 eV. The energy is -8231.3094 eV.

natural (NBO) population analysis, charges in e, atoms 1 to 6: atom 1 (C): 0.505, atom 2 (C): -0.283, atom 3 (C): -0.253, atom 4 (H): 0.135, atom 5 (H): 0.423, atom 6 (H): 0.198



# C3H6N2O

A single C3H6N2O molecule at a distorted geometry (ωB97M-V/def2-TZVPD, OMol25).

Structure (ORCA input):
```
! RIJCOSX wB97M-V def2-TZVPD def2/J DEFGRID3
* xyz 0 1
N 1.899 -0.104 -0.004
C 0.898 0.781 0.299
O 1.066 1.991 0.350
C -0.499 0.228 0.513
C -1.335 -0.172 -0.634
N -0.690 -1.183 0.166
H 2.795 0.274 -0.286
H 1.712 -1.083 -0.168
H -1.167 0.851 1.079
H -0.977 0.161 -1.595
H -2.402 -0.035 -0.432
H -1.344 -1.705 0.741
*
```

The calculation puts the energy above the lowest of the compared OMol25 structures with the same formula, charge and spin at 38.3 kcal/mol. The SMILES is NC(=O)[C@H]1CN1. The value obtained for the HOMO energy is -9.75 eV. The energy is -8235.0395 eV.

natural (NBO) population analysis, charges in e, atoms 1 to 6: atom 1 (N): -0.827, atom 2 (C): 0.655, atom 3 (O): -0.616, atom 4 (C): -0.205, atom 5 (C): -0.221, atom 6 (N): -0.594



# C3H6N2O

A single C3H6N2O molecule (ωB97M-V/def2-TZVPD, OMol25).

Structure (ORCA input):
```
! RIJCOSX wB97M-V def2-TZVPD def2/J DEFGRID3
* xyz 0 1
C -1.863 0.936 -0.131
C -0.779 -0.243 0.742
O -0.503 0.997 1.006
N 0.276 -0.959 0.225
C 1.561 -0.485 -0.023
N 2.451 -1.271 -0.474
H -1.582 1.945 -0.448
H -1.936 0.302 -1.018
H -2.762 0.916 0.471
H 0.136 -1.944 0.043
H 1.674 0.576 0.208
H 3.327 -0.769 -0.600
*
```

The calculation puts the energy above the lowest of the compared OMol25 structures with the same formula, charge and spin at 115.3 kcal/mol. The value obtained for the HOMO energy is -8.31 eV. The energy is -8231.6971 eV.

natural (NBO) population analysis, charges in e, atoms 1 to 6: atom 1 (C): -0.377, atom 2 (C): 0.390, atom 3 (O): -0.539, atom 4 (N): -0.659, atom 5 (C): 0.264, atom 6 (N): -0.668



# C3H6N2O

A single C3H6N2O molecule at a distorted geometry (ωB97M-V/def2-TZVPD, OMol25).

Structure (ORCA input):
```
! RIJCOSX wB97M-V def2-TZVPD def2/J DEFGRID3
* xyz 0 1
C 1.040 0.234 -1.296
C -0.329 -0.391 -1.173
C -1.085 -0.123 2.130
H 1.109 0.620 0.543
H 2.007 -0.494 -1.242
H 1.244 0.539 -2.389
H -0.630 -0.530 -2.299
H -0.939 0.276 3.073
H -2.189 -0.452 2.140
N -1.208 -0.675 -0.164
N -0.350 -0.334 1.048
O 1.329 1.332 -0.372
*
```

The calculation puts the energy above the lowest of the compared OMol25 structures with the same formula, charge and spin at 128.1 kcal/mol. The SMILES is C=N/N=C\CO. The value obtained for the HOMO energy is -9.74 eV. The energy is -8231.1444 eV.

natural (NBO) population analysis, charges in e, atoms 1 to 6: atom 1 (C): -0.188, atom 2 (C): 0.101, atom 3 (C): -0.030, atom 4 (H): 0.496, atom 5 (H): 0.205, atom 6 (H): 0.206



# C3H6N2O

C3H6N2O as an isolated structure at a distorted geometry (ωB97M-V/def2-TZVPD, OMol25).

Structure (ORCA input):
```
! RIJCOSX wB97M-V def2-TZVPD def2/J DEFGRID3
* xyz 0 1
C -1.636 -2.146 -0.092
C -0.138 -0.313 -0.142
C 1.081 1.756 0.218
H -0.362 -3.212 0.878
H -2.682 -1.484 1.028
H -2.372 -3.014 -1.589
H 0.138 -0.546 0.853
H -0.154 1.167 -1.788
H 1.563 2.663 -0.073
N -0.761 -1.135 -0.885
N 0.643 0.841 -0.715
O 1.107 1.338 1.498
*
```

The calculation puts the energy above the lowest of the compared OMol25 structures with the same formula, charge and spin at 299.3 kcal/mol. The value obtained for the HOMO energy is -9.40 eV. The energy is -8223.7205 eV.

natural (NBO) population analysis, charges in e, atoms 1 to 6: atom 1 (C): -0.435, atom 2 (C): 0.283, atom 3 (C): 0.484, atom 4 (H): 0.140, atom 5 (H): 0.255, atom 6 (H): 0.235



# C3H6N2O

A 2-piece molecular cluster, C3H6N2O overall (ωB97M-V/def2-TZVPD, OMol25).

Structure (ORCA input):
```
! RIJCOSX wB97M-V def2-TZVPD def2/J DEFGRID3
* xyz 0 1
C -1.939 -1.476 0.258
C -1.615 -0.538 0.922
C 1.093 1.084 0.577
N 0.972 -0.143 0.335
N 0.904 -0.642 -0.948
O 1.075 2.153 -0.258
H -2.221 -2.291 -0.340
H -1.384 0.291 1.523
H 1.202 1.376 1.611
H 0.358 -0.089 -1.606
H 0.551 -1.587 -0.899
H 1.005 1.860 -1.175
*
```

The calculation puts the energy above the lowest of the compared OMol25 structures with the same formula, charge and spin at 102.5 kcal/mol. The SMILES is N/N=C\O.C#C. The value obtained for the HOMO energy is -8.85 eV. The energy is -8232.2542 eV.

natural (NBO) population analysis, charges in e, atoms 1 to 6: atom 1 (C): -0.276, atom 2 (C): -0.201, atom 3 (C): 0.326, atom 4 (N): -0.309, atom 5 (N): -0.662, atom 6 (O): -0.683



# C3H6N2O

A single C3H6N2O molecule at a distorted geometry (ωB97M-V/def2-TZVPD, OMol25).

Structure (ORCA input):
```
! RIJCOSX wB97M-V def2-TZVPD def2/J DEFGRID3
* xyz 0 1
N -0.237 -0.073 1.410
C 0.730 -0.397 0.365
C 0.082 -0.168 -1.008
O -0.970 -1.049 -1.278
C -0.396 1.241 -0.968
N -0.794 2.285 -0.667
H 0.220 -0.093 2.315
H -0.572 0.884 1.291
H 1.666 0.184 0.405
H 0.986 -1.461 0.428
H 0.821 -0.297 -1.804
H -1.536 -1.056 -0.490
*
```

The calculation puts the energy above the lowest of the compared OMol25 structures with the same formula, charge and spin at 32.8 kcal/mol. The SMILES is N#C[C@H](O)CN. The value obtained for the HOMO energy is -10.19 eV. The energy is -8235.2760 eV.

natural (NBO) population analysis, charges in e, atoms 1 to 6: atom 1 (N): -0.855, atom 2 (C): -0.231, atom 3 (C): 0.001, atom 4 (O): -0.680, atom 5 (C): 0.249, atom 6 (N): -0.328



# C3H6N2O

A single C3H6N2O molecule at a distorted geometry (ωB97M-V/def2-TZVPD, OMol25).

Structure (ORCA input):
```
! RIJCOSX wB97M-V def2-TZVPD def2/J DEFGRID3
* xyz 0 1
C 0.783 0.660 -0.149
C -1.449 -0.383 -0.060
C -2.792 -0.181 0.028
H 3.281 -1.026 0.461
H 3.058 0.682 0.422
H 1.190 1.753 -0.096
H -1.086 -1.477 -0.049
H -3.180 0.828 0.112
H -3.564 -0.954 -0.284
N 2.897 -0.219 -0.045
N 1.493 -0.414 -0.251
O -0.631 0.731 -0.090
*
```

The calculation puts the energy above the lowest of the compared OMol25 structures with the same formula, charge and spin at 86.4 kcal/mol. The SMILES is C=CO/C=N/N. The value obtained for the HOMO energy is -8.55 eV. The energy is -8232.9505 eV.

natural (NBO) population analysis, charges in e, atoms 1 to 6: atom 1 (C): 0.339, atom 2 (C): 0.115, atom 3 (C): -0.483, atom 4 (H): 0.374, atom 5 (H): 0.340, atom 6 (H): 0.158



# C3H6N2O

A single C3H6N2O molecule at a distorted geometry (ωB97M-V/def2-TZVPD, OMol25).

Structure (ORCA input):
```
! RIJCOSX wB97M-V def2-TZVPD def2/J DEFGRID3
* xyz 0 1
C 1.295 -0.200 0.334
C 0.062 -1.134 -0.486
O 0.336 -2.080 -1.162
N -1.442 -0.678 -0.337
C -1.258 0.721 -0.333
N -0.607 1.205 0.637
H 2.126 -0.502 -0.282
H 1.489 0.889 0.523
H 1.354 -0.628 1.340
H -1.662 -0.936 0.629
H -1.470 1.223 -1.281
H -0.225 2.120 0.417
*
```

The calculation puts the energy above the lowest of the compared OMol25 structures with the same formula, charge and spin at 79.0 kcal/mol. The SMILES is [H]/N=C/NC(C)=O. The value obtained for the HOMO energy is -10.12 eV. The energy is -8233.2740 eV.

natural (NBO) population analysis, charges in e, atoms 1 to 6: atom 1 (C): -0.711, atom 2 (C): 0.720, atom 3 (O): -0.498, atom 4 (N): -0.707, atom 5 (C): 0.254, atom 6 (N): -0.630



# C3H6N2O

A single C3H6N2O molecule (ωB97M-V/def2-TZVPD, OMol25).

Structure (ORCA input):
```
! RIJCOSX wB97M-V def2-TZVPD def2/J DEFGRID3
* xyz 0 1
C 1.088 0.864 1.204
N 0.387 1.644 0.200
C -0.484 1.084 -0.520
N -0.936 -0.252 -0.391
C -0.810 -1.175 -1.393
O -1.038 -2.354 -1.249
H 0.827 -0.202 1.257
H 2.156 0.939 0.982
H 0.927 1.319 2.185
H -0.965 1.655 -1.319
H -1.091 -0.647 0.527
H -0.454 -0.721 -2.335
*
```

The calculation puts the energy above the lowest of the compared OMol25 structures with the same formula, charge and spin at 29.8 kcal/mol. The SMILES is C/N=C\NC=O. The value obtained for the HOMO energy is -10.14 eV. The energy is -8235.4051 eV.

natural (NBO) population analysis, charges in e, atoms 1 to 6: atom 1 (C): -0.460, atom 2 (N): -0.391, atom 3 (C): 0.252, atom 4 (N): -0.672, atom 5 (C): 0.538, atom 6 (O): -0.578



# C3H6N2O

A single C3H6N2O molecule at a distorted geometry (ωB97M-V/def2-TZVPD, OMol25).

Structure (ORCA input):
```
! RIJCOSX wB97M-V def2-TZVPD def2/J DEFGRID3
* xyz 0 1
C -0.629 0.335 0.892
C -0.391 0.140 -0.785
N -0.998 0.788 -1.690
N 0.536 -0.872 -0.953
C 1.242 -0.780 0.310
O 2.161 -0.037 0.505
H -1.103 1.293 0.834
H 0.077 0.460 1.759
H -1.307 -0.455 1.237
H -1.571 1.565 -1.355
H 1.137 -0.919 -1.775
H 0.846 -1.517 1.021
*
```

The calculation puts the energy above the lowest of the compared OMol25 structures with the same formula, charge and spin at 63.1 kcal/mol. The SMILES is [H]/N=C(\C)NC=O. The value obtained for the HOMO energy is -9.92 eV. The energy is -8233.9641 eV.

natural (NBO) population analysis, charges in e, atoms 1 to 6: atom 1 (C): -0.763, atom 2 (C): 0.499, atom 3 (N): -0.689, atom 4 (N): -0.701, atom 5 (C): 0.561, atom 6 (O): -0.524



# C3H6N2O

A single C3H6N2O molecule at a distorted geometry (ωB97M-V/def2-TZVPD, OMol25).

Structure (ORCA input):
```
! RIJCOSX wB97M-V def2-TZVPD def2/J DEFGRID3
* xyz 0 1
C -1.109 -0.645 -1.042
N 0.209 -0.135 -0.678
C 0.392 0.665 0.506
N 0.281 1.900 0.223
C 0.960 0.063 1.756
O 1.469 -1.034 1.724
H -1.860 -0.313 -0.319
H -1.101 -1.736 -1.073
H -1.410 -0.268 -2.029
H 0.988 -0.721 -0.913
H 0.198 1.522 -0.814
H 0.984 0.701 2.659
*
```

The calculation puts the energy above the lowest of the compared OMol25 structures with the same formula, charge and spin at 71.0 kcal/mol. The SMILES is [H]/N=C(/C=O)NC. The value obtained for the HOMO energy is -9.40 eV. The energy is -8233.6195 eV.

natural (NBO) population analysis, charges in e, atoms 1 to 6: atom 1 (C): -0.409, atom 2 (N): -0.708, atom 3 (C): 0.246, atom 4 (N): -0.534, atom 5 (C): 0.376, atom 6 (O): -0.491